No. 1
{"formula": "C29H40NO3P2SiSn", "method": "ωB97M-V with the def2-TZVPD basis set", "symbols": ["C", "C", "N", "C", "C", "C", "C", "P", "Sn", "P", "C", "O", "O", "H", "H", "H", "C", "C", "H", "H", "H", "H", "C", "C", "H", "H", "H", "H", "H", "H", "H", "H", "H", "H", "H", "H", "H", "H", "H", "H", "H", "H", "O", "Si", "C", "C", "C", "C", "C", "C", "C", "C", "C", "C", "C", "C", "C", "C", "C", "C", "C", "C", "H", "H", "H", "H", "H", "H", "H", "H", "H", "H", "H", "H", "H", "H", "H"], "coordinates": [[-0.7834, -5.8303, -0.2555], [-0.3535, -4.5029, -0.4042], [-0.9531, -3.5289, 0.2988], [-2.0121, -3.7582, 1.0826], [-2.4755, -5.0656, 1.2735], [-1.8427, -6.1111, 0.6023], [0.7793, -4.1637, -1.3642], [1.6487, -2.5916, -0.9880], [-0.2723, -1.1268, -0.1294], [-2.5854, -0.9708, 0.9747], [-2.6865, -2.5985, 1.8251], [0.0352, -3.6440, -4.1129], [-0.2706, -0.9007, -3.9196], [-0.2431, -6.6168, -0.7793], [-3.3264, -5.2268, 1.9290], [-2.1740, -7.1364, 0.7558], [2.8715, -2.8816, 0.3146], [2.5041, -1.9574, -2.4470], [-3.7495, -2.8421, 1.9627], [-2.2207, -2.4887, 2.8229], [0.3941, -4.0923, -2.4256], [1.5267, -4.9727, -1.3069], [-2.6693, 0.3536, 2.2001], [-3.9820, -0.8045, -0.1715], [-0.7663, -0.9618, -3.0558], [0.0665, 0.0200, -3.9316], [-0.0612, -2.6573, -4.2079], [-0.7781, -4.0241, -4.4742], [0.4033, -1.1991, 1.5023], [-1.1986, -1.3709, -1.6521], [3.6634, -3.5534, -0.0542], [3.3152, -1.9106, 0.5889], [2.3906, -3.3260, 1.1988], [3.2291, -2.7084, -2.7955], [1.7804, -1.7297, -3.2448], [3.0408, -1.0352, -2.1799], [-4.9358, -0.7682, 0.3800], [-3.8594, 0.1291, -0.7449], [-3.9910, -1.6520, -0.8731], [-3.6353, 0.3320, 2.7236], [-1.8555, 0.2650, 2.9327], [-2.5643, 1.3246, 1.6972], [0.1315, 0.7801, -0.8585], [0.4743, 2.0935, 0.0333], [0.2984, 2.1103, 1.9079], [1.1524, 1.3213, 2.6938], [1.1289, 1.4053, 4.0875], [0.2615, 2.2983, 4.7226], [-0.5800, 3.1058, 3.9526], [-0.5400, 3.0330, 2.5515], [2.2742, 2.5324, -0.1383], [3.1862, 1.6199, -0.6719], [4.5373, 1.9691, -0.8001], [4.9788, 3.2341, -0.3905], [4.0718, 4.1339, 0.1766], [2.7238, 3.7799, 0.3173], [-0.6410, 3.3773, -0.7073], [-0.0666, 4.3760, -1.5029], [-0.8822, 5.3203, -2.1349], [-2.2740, 5.2312, -2.0335], [-2.8508, 4.1648, -1.3320], [-2.0371, 3.2176, -0.6996], [1.8568, 0.6285, 2.2196], [1.7900, 0.7755, 4.6877], [0.2481, 2.3706, 5.8113], [-1.2660, 3.7976, 4.4446], [-1.1687, 3.7117, 1.9691], [2.8412, 0.6371, -0.9872], [5.2428, 1.2542, -1.2164], [6.0271, 3.5102, -0.5022], [4.4066, 5.1187, 0.5153], [2.0211, 4.4852, 0.7825], [1.0185, 4.4089, -1.6589], [-0.4224, 6.1122, -2.7270], [-2.9062, 5.9684, -2.5269], [-3.9344, 4.0592, -1.2969], [-2.5052, 2.3423, -0.2351]], "atomic_forces_ev_per_a": [[0.259, 0.293, 0.084], [-0.258, -0.340, 0.388], [0.006, 0.689, -0.457], [-0.096, -0.692, 0.146], [0.059, 0.453, -0.225], [0.078, 0.228, 0.021], [0.271, -0.227, 0.018], [-0.447, 0.162, -0.002], [0.095, 0.729, -0.663], [0.261, 0.143, -0.092], [-0.095, -0.126, 0.055], [-0.450, 0.802, -0.451], [-0.263, 0.753, 0.813], [-0.262, 0.116, 0.070], [0.154, -0.125, -0.108], [0.071, 0.217, -0.078], [0.289, -0.138, -0.065], [0.336, -0.396, -0.322], [0.294, -0.035, 0.182], [-0.220, 0.016, -0.382], [0.368, -0.043, 0.959], [-0.280, 0.142, -0.234], [-0.547, 0.016, 0.407], [-0.293, -0.009, 0.140], [0.533, 0.183, -0.893], [-0.268, -0.739, -0.075], [0.054, -0.897, -0.083], [0.251, 0.160, -0.038], [-0.142, 0.141, -0.375], [0.160, -0.253, 0.479], [-0.226, 0.217, 0.215], [-0.131, -0.358, -0.032], [0.130, 0.183, -0.281], [-0.171, 0.289, -0.049], [0.267, -0.125, 0.374], [-0.192, -0.335, -0.030], [0.291, -0.032, -0.254], [-0.006, -0.347, 0.195], [0.031, 0.275, 0.208], [0.238, 0.061, -0.029], [-0.127, -0.024, -0.248], [-0.012, -0.337, 0.101], [-0.088, -1.840, 1.002], [0.220, 0.763, 0.014], [-0.186, -0.079, 0.020], [-0.115, -0.079, 0.386], [0.022, -0.028, -0.050], [-0.156, -0.001, -0.271], [0.140, -0.028, -0.119], [-0.031, -0.172, 0.479], [-0.044, 0.035, -0.085], [0.574, 0.549, 0.048], [-0.160, 0.157, 0.170], [-0.306, -0.275, -0.009], [-0.262, 0.023, 0.087], [0.556, 0.008, -0.135], [0.130, -0.199, -0.506], [-0.471, 0.396, 0.000], [-0.103, -0.121, -0.087], [0.277, -0.203, 0.168], [0.200, -0.160, -0.035], [-0.033, 0.744, -0.234], [-0.241, 0.277, 0.146], [-0.160, 0.220, -0.208], [-0.016, -0.034, -0.315], [0.250, -0.122, -0.158], [0.136, -0.267, 0.123], [0.012, 0.196, -0.030], [-0.044, 0.136, 0.042], [-0.267, -0.076, 0.027], [-0.058, -0.372, -0.132], [0.314, -0.293, -0.231], [-0.467, 0.109, 0.251], [-0.185, -0.178, 0.119], [0.141, -0.176, 0.140], [0.213, 0.042, -0.041], [0.197, 0.361, 0.034]], "e_homo_ev": -10.8, "e_lumo_ha": -0.0903, "orbital_gap_ev": 8.4, "charge": 1, "e_above_lowest_kcal_mol": 0.0}

***

No. 2
{"formula": "C35H59N9OPRuSSi2", "method": "ωB97M-V with the def2-TZVPD basis set", "symbols": ["Ru", "N", "C", "S", "N", "N", "C", "C", "C", "C", "C", "C", "C", "O", "H", "H", "H", "H", "H", "H", "H", "C", "Si", "C", "C", "N", "C", "C", "C", "C", "C", "C", "N", "Si", "C", "C", "C", "H", "H", "H", "H", "H", "H", "H", "H", "H", "H", "H", "H", "H", "H", "H", "H", "H", "H", "H", "H", "H", "H", "N", "P", "N", "C", "C", "C", "C", "C", "N", "C", "C", "C", "C", "C", "N", "C", "C", "C", "C", "C", "H", "H", "H", "H", "H", "H", "H", "H", "H", "H", "H", "H", "H", "H", "H", "H", "H", "H", "H", "H", "H", "H", "H", "H", "H", "H", "H", "H", "H", "H"], "coordinates": [[-0.4069, 0.2551, 0.7235], [-1.2648, 2.4978, -3.1687], [-0.9137, 1.6871, -2.1028], [-1.6984, 2.0306, -0.5912], [-0.0699, 0.7471, -2.3726], [0.2958, -0.0933, -1.3123], [0.6585, -1.2440, -1.7325], [1.1499, -2.3666, -0.9720], [1.4430, -3.5497, -1.6720], [1.8482, -4.6957, -1.0288], [1.9522, -4.6791, 0.3740], [1.6874, -3.5370, 1.0872], [1.3190, -2.3270, 0.4363], [1.1976, -1.2252, 1.0941], [-1.6207, 3.3973, -2.8986], [-0.5932, 2.5022, -3.9215], [0.5704, -1.3805, -2.8104], [1.3340, -3.5455, -2.7543], [2.0695, -5.5959, -1.5903], [2.2338, -5.5841, 0.9017], [1.7482, -3.5208, 2.1696], [-4.1386, 0.6400, 3.4377], [-2.4473, 1.4378, 3.3261], [-1.9363, 1.8517, 5.0967], [-2.6481, 3.0096, 2.3462], [-1.3690, 0.3359, 2.5659], [-1.4135, -1.0295, 2.9004], [-1.3271, -1.5565, 4.1911], [-1.3318, -2.9307, 4.4277], [-1.4499, -3.8070, 3.3646], [-1.5688, -3.3038, 2.0693], [-1.5562, -1.9335, 1.8110], [-1.6637, -1.3430, 0.5267], [-2.7829, -2.0065, -0.6169], [-3.1367, -0.8415, -2.0254], [-2.2667, -3.6253, -1.4215], [-4.4065, -2.3583, 0.2513], [-4.8659, 1.3014, 3.9300], [-4.5003, 0.4159, 2.4264], [-4.0907, -0.3025, 3.9975], [-0.8471, 1.8134, 5.2194], [-2.3805, 1.1348, 5.7992], [-2.2748, 2.8582, 5.3792], [-2.8959, 3.8553, 3.0007], [-3.4594, 2.8865, 1.6182], [-1.7484, 3.2507, 1.7803], [-1.2338, -0.8644, 5.0270], [-1.2373, -3.3089, 5.4410], [-1.4357, -4.8787, 3.5292], [-1.6362, -3.9889, 1.2299], [-2.3046, -0.7912, -2.7417], [-3.3307, 0.1726, -1.6688], [-4.0259, -1.2065, -2.5595], [-1.2371, -3.5909, -1.7933], [-2.9333, -3.8220, -2.2724], [-2.3425, -4.4749, -0.7334], [-4.9061, -1.4242, 0.5344], [-4.2574, -2.9515, 1.1608], [-5.0726, -2.9170, -0.4199], [0.9670, 1.5566, 1.2043], [2.1227, 1.7629, 2.2025], [2.7926, 0.6014, 3.2150], [1.8807, -0.0244, 4.1960], [2.6703, -0.5811, 5.3750], [3.7515, -1.5509, 4.8951], [4.6242, -0.8917, 3.8246], [3.7535, -0.3795, 2.6802], [1.8451, 2.9734, 3.3492], [2.3304, 3.0196, 4.7202], [2.9252, 4.3795, 5.0791], [1.9640, 5.5174, 4.7393], [1.5210, 5.4155, 3.2796], [0.9005, 4.0477, 3.0255], [3.4559, 2.2468, 1.3123], [4.5931, 2.8872, 1.9753], [5.7242, 3.0903, 0.9767], [5.2850, 4.0310, -0.1571], [3.8201, 3.7663, -0.5723], [3.3850, 2.3715, -0.1475], [1.3150, -0.8298, 3.7227], [1.1564, 0.7146, 4.5366], [1.9768, -1.0882, 6.0520], [3.1387, 0.2404, 5.9301], [3.2711, -2.4356, 4.4597], [4.3605, -1.8926, 5.7359], [5.3597, -1.6018, 3.4350], [5.1707, -0.0488, 4.2661], [3.2225, -1.2214, 2.2220], [4.3568, 0.0918, 1.9067], [3.0793, 2.2453, 4.8564], [1.5056, 2.8169, 5.4215], [3.8632, 4.5224, 4.5342], [3.1647, 4.3863, 6.1473], [2.4323, 6.4843, 4.9424], [1.0768, 5.4449, 5.3832], [2.3866, 5.5497, 2.6176], [0.7921, 6.1974, 3.0426], [0.5923, 3.9389, 1.9899], [0.0030, 3.9589, 3.6509], [4.9254, 2.2729, 2.8170], [4.3070, 3.8642, 2.3874], [6.0180, 2.1203, 0.5683], [6.5955, 3.4976, 1.4929], [5.9540, 3.9045, -1.0124], [5.3930, 5.0677, 0.1734], [3.6927, 3.8861, -1.6503], [3.1536, 4.4865, -0.0862], [4.0258, 1.6256, -0.6370], [2.3619, 2.1613, -0.4486]], "atomic_forces_ev_per_a": [[0.262, 0.953, 1.242], [-0.011, -0.045, -0.040], [0.020, 0.008, 0.299], [0.017, 0.146, -0.499], [0.210, -0.007, 0.052], [-0.657, 0.647, -0.404], [0.444, -0.590, -0.236], [-0.126, -0.181, -0.080], [-0.046, 0.092, -0.058], [0.049, -0.085, 0.099], [-0.069, 0.002, -0.191], [0.026, 0.114, 0.026], [0.179, 0.214, 0.005], [-0.076, -0.340, 0.072], [-0.022, 0.068, 0.007], [-0.003, -0.015, 0.008], [0.185, -0.083, -0.047], [-0.012, -0.008, 0.065], [-0.021, 0.044, 0.041], [0.014, 0.011, -0.006], [-0.001, 0.014, -0.015], [-0.202, -0.116, 0.063], [-0.095, -0.090, 0.086], [0.108, 0.095, 0.175], [-0.011, 0.175, -0.092], [0.570, -0.480, -0.278], [-0.301, -0.271, -0.057], [0.032, 0.412, 0.076], [-0.052, 0.029, 0.010], [-0.021, 0.066, -0.110], [0.004, 0.020, -0.193], [-0.254, -0.015, -0.098], [0.551, -0.247, 0.718], [-0.056, 0.046, -0.097], [0.084, 0.112, -0.219], [0.134, -0.212, -0.026], [-0.185, -0.041, 0.138], [0.110, -0.116, -0.079], [0.017, 0.014, 0.143], [-0.053, 0.127, -0.086], [-0.111, 0.048, -0.010], [0.095, 0.108, -0.072], [0.039, -0.170, -0.002], [0.024, -0.119, -0.089], [0.131, 0.046, 0.099], [0.037, 0.099, 0.058], [0.035, -0.097, -0.102], [-0.009, 0.068, -0.055], [-0.007, 0.033, -0.024], [0.024, 0.043, 0.097], [-0.171, 0.024, 0.135], [-0.029, -0.086, -0.069], [0.155, 0.034, 0.065], [-0.146, -0.015, 0.042], [0.076, 0.010, 0.106], [0.013, 0.068, -0.122], [0.050, -0.112, -0.021], [-0.044, 0.074, -0.114], [0.059, 0.082, 0.107], [-1.138, -0.646, 0.019], [0.799, 0.381, 0.136], [-0.300, -0.412, -0.203], [0.228, 0.074, -0.085], [0.052, -0.050, -0.072], [-0.007, 0.059, -0.076], [-0.102, 0.030, 0.040], [-0.079, 0.022, 0.224], [-0.354, 0.084, -0.104], [0.031, 0.108, -0.073], [-0.051, 0.082, -0.022], [0.011, -0.017, -0.032], [0.065, 0.022, 0.086], [0.245, -0.153, 0.074], [0.087, 0.071, -0.080], [-0.145, -0.057, -0.234], [-0.062, 0.075, -0.048], [-0.036, -0.040, 0.033], [0.064, 0.033, 0.108], [0.103, -0.001, 0.095], [-0.046, -0.066, -0.142], [-0.053, 0.028, -0.048], [0.024, 0.028, 0.015], [-0.027, -0.022, -0.009], [0.011, 0.034, 0.028], [-0.001, -0.020, 0.005], [-0.022, 0.018, 0.014], [0.016, -0.041, -0.028], [-0.041, 0.077, -0.023], [-0.017, 0.062, 0.000], [-0.011, -0.042, 0.000], [-0.059, -0.036, -0.023], [0.001, -0.014, -0.016], [0.014, 0.002, -0.032], [-0.028, -0.002, 0.006], [0.058, 0.016, -0.040], [-0.073, 0.004, 0.034], [0.051, -0.041, -0.008], [-0.067, -0.070, -0.098], [-0.095, -0.102, 0.010], [-0.006, -0.035, 0.028], [-0.032, 0.032, 0.048], [0.000, -0.011, 0.014], [0.032, -0.004, 0.000], [-0.015, -0.003, 0.013], [0.014, 0.002, -0.012], [0.000, 0.006, 0.017], [0.027, -0.021, -0.040], [-0.007, -0.043, 0.044], [-0.018, -0.006, 0.009]], "spin_multiplicity": 5, "e_homo_ev": [-3.8, -4.2], "s_squared": 6.022, "e_lumo_ha": [0.0939, 0.0746], "orbital_gap_ev": [6.3, 6.2], "charge": -1, "e_above_lowest_kcal_mol": 8.2}

***

No. 3
{"formula": "C4H8O3", "method": "ωB97M-V with the def2-TZVPD basis set", "symbols": ["O", "C", "C", "C", "O", "C", "O", "H", "H", "H", "H", "H", "H", "H", "H"], "coordinates": [[-0.5364, 0.4112, -0.5897], [-1.9477, 0.0416, -0.6049], [-1.5907, -1.3652, -0.1160], [-0.1701, -0.8421, -0.2184], [0.9371, -1.2698, -0.0652], [1.9300, 1.2902, 1.4879], [2.8526, 0.7488, 0.5772], [0.9876, 1.5903, 1.0050], [-2.3355, 0.1091, -1.6225], [-2.5235, 0.6710, 0.0753], [-1.8190, -2.2026, -0.7767], [-1.8848, -1.5998, 0.9092], [2.3842, 2.1836, 1.9258], [1.6873, 0.5951, 2.3089], [2.4202, -0.0207, 0.1779]], "atomic_forces_ev_per_a": [[0.127, 0.013, -0.071], [-0.316, 0.069, -0.063], [-0.065, -0.090, 0.028], [0.531, -0.388, 0.118], [-0.618, 0.226, -0.092], [-0.230, 0.272, 0.342], [-0.008, -0.208, -0.158], [0.204, -0.022, 0.066], [0.014, -0.020, 0.144], [0.115, -0.088, -0.074], [0.039, 0.126, 0.079], [0.041, 0.026, -0.157], [-0.064, -0.117, -0.032], [0.086, 0.095, -0.145], [0.145, 0.106, 0.014]], "e_homo_ev": -9.6, "e_lumo_ha": 0.0242, "orbital_gap_ev": 10.2, "charge": 0, "e_above_lowest_kcal_mol": 40.4}

***

- Number 3 is which compound?
  C4H8O3

***

Copy entry 3 word for word.
{"formula": "C4H8O3", "method": "ωB97M-V with the def2-TZVPD basis set", "symbols": ["O", "C", "C", "C", "O", "C", "O", "H", "H", "H", "H", "H", "H", "H", "H"], "coordinates": [[-0.5364, 0.4112, -0.5897], [-1.9477, 0.0416, -0.6049], [-1.5907, -1.3652, -0.1160], [-0.1701, -0.8421, -0.2184], [0.9371, -1.2698, -0.0652], [1.9300, 1.2902, 1.4879], [2.8526, 0.7488, 0.5772], [0.9876, 1.5903, 1.0050], [-2.3355, 0.1091, -1.6225], [-2.5235, 0.6710, 0.0753], [-1.8190, -2.2026, -0.7767], [-1.8848, -1.5998, 0.9092], [2.3842, 2.1836, 1.9258], [1.6873, 0.5951, 2.3089], [2.4202, -0.0207, 0.1779]], "atomic_forces_ev_per_a": [[0.127, 0.013, -0.071], [-0.316, 0.069, -0.063], [-0.065, -0.090, 0.028], [0.531, -0.388, 0.118], [-0.618, 0.226, -0.092], [-0.230, 0.272, 0.342], [-0.008, -0.208, -0.158], [0.204, -0.022, 0.066], [0.014, -0.020, 0.144], [0.115, -0.088, -0.074], [0.039, 0.126, 0.079], [0.041, 0.026, -0.157], [-0.064, -0.117, -0.032], [0.086, 0.095, -0.145], [0.145, 0.106, 0.014]], "e_homo_ev": -9.6, "e_lumo_ha": 0.0242, "orbital_gap_ev": 10.2, "charge": 0, "e_above_lowest_kcal_mol": 40.4}